Entry 1:
Here is 6 unconnected molecules or ions with the total composition C5H20ClN10O5 from the OMol25 dataset. Energies are from ωB97M-V with the def2-TZVPD basis set.

CARTESIAN COORDINATES (ANGSTROEM)
Cl (1.2573, -0.4531, -0.3272)
C (-0.2789, 1.6819, 3.2504)
O (-0.6247, 1.6961, 4.4450)
N (0.4771, 0.6878, 2.7289)
N (-0.6329, 2.6885, 2.4206)
H (0.9063, 0.0349, 3.3557)
H (0.8511, 0.7412, 1.7833)
H (-1.2883, 3.3820, 2.7127)
H (-0.2602, 2.6892, 1.4877)
C (2.8644, 0.2690, -3.8600)
O (3.2999, 0.7507, -4.9095)
N (1.7609, -0.5346, -3.8558)
N (3.3633, 0.5164, -2.6038)
H (1.2792, -0.5217, -4.7364)
H (1.2700, -0.6674, -2.9815)
H (2.9148, 0.0556, -1.8203)
H (4.1540, 1.0984, -2.4203)
C (0.2329, -3.4420, 2.9725)
O (0.3010, -4.0845, 4.0257)
N (-0.8753, -3.3412, 2.1996)
N (1.3288, -2.7664, 2.5099)
H (-1.6736, -3.8788, 2.4685)
H (-0.7812, -2.8663, 1.3192)
H (1.2611, -2.2639, 1.6414)
H (2.1742, -2.7359, 3.0378)
C (0.1661, 3.2845, -1.0569)
O (-0.3972, 4.3910, -1.0203)
N (-0.3860, 2.1576, -1.5185)
N (1.4144, 3.1608, -0.4862)
H (-1.3583, 2.2029, -1.7537)
H (0.2234, 1.3573, -1.6028)
H (1.7116, 4.0081, -0.0404)
H (1.8279, 2.2476, -0.3553)
C (-3.0664, -1.8768, -1.0804)
O (-2.4834, -2.8227, -1.6130)
N (-4.4333, -1.7963, -0.9479)
N (-2.3846, -0.8330, -0.5608)
H (-5.1075, -2.3816, -1.3961)
H (-4.7962, -0.9544, -0.5453)
H (-1.3844, -0.8535, -0.6971)
H (-2.8271, -0.0275, -0.1695)

energy above the lowest of the compared OMol25 structures with the same formula, charge and spin: 0.000 eV
Kohn-Sham gap: 9.50 eV
2S+1: 1
net charge: -1

Charges obtained by natural (NBO) population analysis, quoted in units of e: atom 1 (Cl): -0.914, atom 2 (C): 0.761, atom 3 (O): -0.706, atom 4 (N): -0.849, atom 5 (N): -0.845, atom 6 (H): 0.407, atom 7 (H): 0.414, atom 8 (H): 0.405, atom 9 (H): 0.394, atom 10 (C): 0.774, atom 11 (O): -0.695, atom 12 (N): -0.857, atom 13 (N): -0.873, atom 14 (H): 0.396, atom 15 (H): 0.410, atom 16 (H): 0.419, atom 17 (H): 0.396, atom 18 (C): 0.769, atom 19 (O): -0.698, atom 20 (N): -0.839, atom 21 (N): -0.861, atom 22 (H): 0.405, atom 23 (H): 0.406, atom 24 (H): 0.410, atom 25 (H): 0.401, atom 26 (C): 0.760, atom 27 (O): -0.709, atom 28 (N): -0.852, atom 29 (N): -0.875, atom 30 (H): 0.405, atom 31 (H): 0.427, atom 32 (H): 0.406, atom 33 (H): 0.415, atom 34 (C): 0.766, atom 35 (O): -0.670, atom 36 (N): -0.852, atom 37 (N): -0.852, atom 38 (H): 0.403, atom 39 (H): 0.372, atom 40 (H): 0.439, atom 41 (H): 0.386

Entry 2:
Here is a molecular structure, C5H20F2HfN10O5 from the OMol25 dataset. Energies are from ωB97M-V with the def2-TZVPD basis set.

CARTESIAN COORDINATES (ANGSTROEM)
Hf (-2.8647, -0.6618, -0.7233)
F (-2.3225, 1.3718, -1.4459)
F (-0.7116, -0.4695, 0.0822)
C (1.6045, 1.6474, -2.2366)
O (1.4408, 0.6927, -3.0058)
N (2.4801, 2.6544, -2.3122)
N (0.7510, 1.8403, -1.2445)
H (2.9633, 2.6663, -3.1980)
H (2.5361, 3.3826, -1.6252)
H (0.1174, 1.0598, -1.1590)
H (1.0766, 2.3394, -0.4315)
C (2.5072, -2.3173, -0.0829)
O (1.8074, -2.8008, 0.7912)
N (3.5604, -2.8733, -0.7168)
N (2.1324, -1.1823, -0.7171)
H (4.1642, -2.4303, -1.3863)
H (3.8014, -3.8222, -0.4766)
H (1.2374, -0.8639, -0.3859)
H (2.7122, -0.7620, -1.4221)
C (0.9582, 2.2248, 2.4240)
O (1.6227, 2.7583, 3.3162)
N (0.8969, 0.9181, 2.2258)
N (0.1256, 2.8521, 1.5903)
H (1.3338, 0.2377, 2.8252)
H (0.3448, 0.5852, 1.4496)
H (-0.0242, 3.8459, 1.6588)
H (-0.6233, 2.2929, 1.2107)
C (-0.8904, -3.4555, -1.5274)
O (-1.7604, -2.5537, -1.4250)
N (-1.0647, -4.6508, -0.9735)
N (0.1208, -3.4039, -2.3832)
H (-1.8370, -4.8242, -0.3501)
H (-0.5686, -5.4653, -1.2974)
H (0.4410, -2.4615, -2.5724)
H (0.6658, -4.2395, -2.5126)
C (-3.3518, 1.5982, 1.9052)
O (-2.9773, 0.4932, 1.4355)
N (-2.7247, 2.2050, 2.9417)
N (-4.4923, 2.2081, 1.6122)
H (-3.1572, 3.0424, 3.2913)
H (-2.0696, 1.6863, 3.5087)
H (-4.7634, 3.0495, 2.0926)
H (-5.1981, 1.5853, 1.2499)

energy above the lowest of the compared OMol25 structures with the same formula, charge and spin: 1.209 eV
Kohn-Sham gap: 3.25 eV
2S+1: 1
net charge: +2

Charges obtained by Mulliken population analysis, quoted in units of e: atom 1 (Hf): 2.128, atom 2 (F): -0.525, atom 3 (F): -0.215, atom 4 (C): 0.602, atom 5 (O): -0.674, atom 6 (N): -0.377, atom 7 (N): -0.196, atom 8 (H): 0.255, atom 9 (H): 0.173, atom 10 (H): 0.064, atom 11 (H): 0.292, atom 12 (C): 0.651, atom 13 (O): -0.638, atom 14 (N): -0.433, atom 15 (N): -0.103, atom 16 (H): 0.175, atom 17 (H): 0.226, atom 18 (H): 0.006, atom 19 (H): 0.133, atom 20 (C): 0.584, atom 21 (O): -0.656, atom 22 (N): -0.081, atom 23 (N): -0.229, atom 24 (H): 0.192, atom 25 (H): -0.028, atom 26 (H): 0.197, atom 27 (H): -0.033, atom 28 (C): 0.820, atom 29 (O): -0.762, atom 30 (N): -0.369, atom 31 (N): -0.315, atom 32 (H): 0.204, atom 33 (H): 0.192, atom 34 (H): 0.221, atom 35 (H): 0.214, atom 36 (C): 0.852, atom 37 (O): -0.663, atom 38 (N): -0.363, atom 39 (N): -0.376, atom 40 (H): 0.178, atom 41 (H): 0.257, atom 42 (H): 0.207, atom 43 (H): 0.212

Entry 3:
Here is a molecular structure, C5H20LiO5 from the OMol25 dataset. Energies are from ωB97M-V with the def2-TZVPD basis set.

CARTESIAN COORDINATES (ANGSTROEM)
Li (0.0405, -0.1688, 0.1601)
C (-1.1995, -2.1988, -1.4299)
O (-0.7755, -1.9818, -0.0479)
H (-1.0465, -3.0118, -1.8279)
H (-0.6465, -1.6278, -2.1939)
H (-2.0315, -1.8568, -1.7059)
H (-1.0795, -2.6378, 0.5491)
C (1.8845, -0.1728, -2.1099)
O (1.9275, -0.5128, -0.7769)
H (1.6395, -0.9428, -2.7209)
H (2.7575, 0.1462, -2.6249)
H (0.9845, 0.5112, -2.0699)
H (2.7245, -0.9918, -0.6569)
C (-2.5555, 1.7952, 0.5361)
O (-2.0745, 0.8742, -0.3959)
H (-2.1625, 2.8492, 0.3241)
H (-2.0765, 1.8022, 1.4871)
H (-3.6485, 1.6912, 0.5321)
H (-2.8075, 0.7302, -1.0949)
C (0.7475, 2.8272, -0.0329)
O (0.9285, 1.6232, 0.8441)
H (0.5475, 2.5902, -0.9619)
H (1.5945, 3.4332, 0.0411)
H (-0.0805, 3.4222, 0.5121)
H (1.4705, 1.7912, 1.5921)
C (1.1145, -1.7918, 2.2361)
O (0.0665, -0.7548, 2.2621)
H (1.1935, -2.2818, 1.2491)
H (0.9215, -2.6148, 2.8541)
H (2.1335, -1.5258, 2.5901)
H (-0.4905, -1.0128, 2.8801)

energy above the lowest of the compared OMol25 structures with the same formula, charge and spin: 1.326 eV
Kohn-Sham gap: 11.08 eV
2S+1: 1
net charge: +1

Charges obtained by natural (NBO) population analysis, quoted in units of e: atom 1 (Li): 0.890, atom 2 (C): -0.231, atom 3 (O): -0.771, atom 4 (H): 0.179, atom 5 (H): 0.177, atom 6 (H): 0.171, atom 7 (H): 0.499, atom 8 (C): -0.241, atom 9 (O): -0.739, atom 10 (H): 0.165, atom 11 (H): 0.195, atom 12 (H): 0.159, atom 13 (H): 0.486, atom 14 (C): -0.261, atom 15 (O): -0.764, atom 16 (H): 0.164, atom 17 (H): 0.194, atom 18 (H): 0.191, atom 19 (H): 0.496, atom 20 (C): -0.227, atom 21 (O): -0.791, atom 22 (H): 0.178, atom 23 (H): 0.191, atom 24 (H): 0.178, atom 25 (H): 0.495, atom 26 (C): -0.299, atom 27 (O): -0.734, atom 28 (H): 0.189, atom 29 (H): 0.193, atom 30 (H): 0.197, atom 31 (H): 0.475

Entry 4:
Here is a molecular structure, C5H20N10O13S2V from the OMol25 dataset. Energies are from ωB97M-V with the def2-TZVPD basis set.

CARTESIAN COORDINATES (ANGSTROEM)
V (-0.6205, -0.0712, -0.1679)
S (-2.1540, -1.4452, -2.0458)
O (-2.1471, -1.3728, -0.5678)
O (-1.8729, -2.7626, -2.5275)
O (-3.3443, -0.8746, -2.7280)
O (-0.9734, -0.5558, -2.1582)
S (1.5933, 1.8108, 1.5955)
O (2.9031, 1.2704, 1.2281)
O (1.4986, 1.8443, 3.0832)
O (1.3789, 3.1466, 1.0115)
O (0.4772, 0.9586, 1.1430)
C (-1.4677, -0.8360, 2.9386)
O (-1.5047, -0.4716, 1.7761)
N (-2.4627, -1.5637, 3.5717)
N (-0.6439, -0.2407, 3.8383)
H (-2.2607, -1.8629, 4.5037)
H (-3.1754, -2.0109, 3.0228)
H (-0.4777, -0.6069, 4.7560)
H (0.0806, 0.3946, 3.4867)
C (0.8833, -2.5371, 1.4438)
O (0.1905, -2.0300, 0.5626)
N (1.6856, -1.7480, 2.2252)
N (0.7345, -3.8201, 1.8511)
H (2.0327, -2.2660, 3.0126)
H (1.9411, -0.7927, 2.0122)
H (0.1103, -4.5038, 1.4739)
H (1.4066, -4.1174, 2.5367)
C (-3.1151, 2.0047, -0.8844)
O (-2.4352, 1.2466, -0.1960)
N (-2.9307, 3.3385, -0.7966)
N (-3.9926, 1.6077, -1.8411)
H (-3.4601, 4.0114, -1.3164)
H (-2.1503, 3.6993, -0.2724)
H (-4.4594, 2.3253, -2.3603)
H (-3.9287, 0.6554, -2.2183)
C (0.8492, 2.0348, -2.1193)
O (0.0853, 1.6468, -1.2469)
N (0.7302, 1.7087, -3.4196)
N (1.9871, 2.6924, -1.7639)
H (1.3265, 2.2172, -4.0449)
H (-0.0108, 1.1146, -3.7525)
H (1.9362, 3.0906, -0.8193)
H (2.6318, 3.0352, -2.4496)
C (2.4252, -0.9207, -1.3878)
O (1.3473, -0.5577, -0.9304)
N (3.6107, -0.4018, -0.9754)
N (2.5228, -2.1258, -1.9976)
H (4.4968, -0.6834, -1.3478)
H (3.5799, 0.4834, -0.4754)
H (3.4434, -2.5207, -1.9998)
H (1.6992, -2.6376, -2.2622)

energy above the lowest of the compared OMol25 structures with the same formula, charge and spin: 0.000 eV
Kohn-Sham gap (spin up / spin down): 7.48 / 7.49 eV
2S+1: 3
net charge: -1

Charges obtained by natural (NBO) population analysis, quoted in units of e: atom 1 (V): 1.502, atom 2 (S): 2.627, atom 3 (O): -0.981, atom 4 (O): -1.015, atom 5 (O): -1.039, atom 6 (O): -1.025, atom 7 (S): 2.624, atom 8 (O): -1.091, atom 9 (O): -1.083, atom 10 (O): -1.073, atom 11 (O): -1.025, atom 12 (C): 0.815, atom 13 (O): -0.612, atom 14 (N): -0.846, atom 15 (N): -0.846, atom 16 (H): 0.374, atom 17 (H): 0.408, atom 18 (H): 0.365, atom 19 (H): 0.466, atom 20 (C): 0.795, atom 21 (O): -0.625, atom 22 (N): -0.835, atom 23 (N): -0.839, atom 24 (H): 0.362, atom 25 (H): 0.465, atom 26 (H): 0.418, atom 27 (H): 0.369, atom 28 (C): 0.815, atom 29 (O): -0.645, atom 30 (N): -0.839, atom 31 (N): -0.849, atom 32 (H): 0.372, atom 33 (H): 0.421, atom 34 (H): 0.361, atom 35 (H): 0.461, atom 36 (C): 0.820, atom 37 (O): -0.637, atom 38 (N): -0.835, atom 39 (N): -0.857, atom 40 (H): 0.371, atom 41 (H): 0.438, atom 42 (H): 0.465, atom 43 (H): 0.366, atom 44 (C): 0.806, atom 45 (O): -0.626, atom 46 (N): -0.848, atom 47 (N): -0.846, atom 48 (H): 0.369, atom 49 (H): 0.461, atom 50 (H): 0.373, atom 51 (H): 0.428

Entry 5:
Here is 5 unconnected molecules or ions with the total composition C5H20N10O5 from the OMol25 dataset. Energies are from ωB97M-V with the def2-TZVPD basis set.

CARTESIAN COORDINATES (ANGSTROEM)
C (-2.6750, 3.7424, -0.0189)
O (-2.5585, 4.0140, 1.1638)
N (-1.6095, 3.5270, -0.8676)
N (-3.9015, 3.5880, -0.5983)
H (-1.8584, 3.6258, -1.8424)
H (-0.7581, 3.9765, -0.5750)
H (-3.9876, 3.1565, -1.5062)
H (-4.6368, 3.5283, 0.0840)
C (1.1799, 1.1020, 1.0502)
O (1.7984, 0.1045, 1.4195)
N (0.1980, 1.0377, 0.1127)
N (1.5485, 2.3325, 1.4807)
H (0.0079, 0.1261, -0.2667)
H (-0.4875, 1.7702, 0.0178)
H (1.2314, 3.2358, 1.1839)
H (2.3897, 2.3427, 2.0316)
C (1.2966, -2.9577, -0.8633)
O (0.1749, -2.9103, -0.3972)
N (1.8731, -4.1082, -1.3266)
N (2.1961, -1.9350, -0.7478)
H (1.4305, -5.0055, -1.2834)
H (2.6479, -4.0363, -1.9633)
H (1.8443, -1.1350, -0.2440)
H (3.0543, -1.8723, -1.2615)
C (-2.9927, 0.9529, -2.9708)
O (-3.5936, 2.0048, -3.1461)
N (-2.7892, 0.4193, -1.7240)
N (-2.6173, 0.1613, -4.0019)
H (-2.7118, -0.5654, -1.5392)
H (-2.8555, 0.9942, -0.9033)
H (-2.7171, 0.5433, -4.9254)
H (-2.0954, -0.6890, -3.9012)
C (3.1700, -2.9638, 3.6040)
O (4.0748, -3.7782, 3.6330)
N (3.2961, -1.6854, 3.1592)
N (1.9032, -3.2598, 4.0310)
H (2.5182, -1.1286, 2.8423)
H (4.1874, -1.4367, 2.7702)
H (1.1241, -2.6387, 3.9180)
H (1.7002, -4.1799, 4.3721)

energy above the lowest of the compared OMol25 structures with the same formula, charge and spin: 0.272 eV
Kohn-Sham gap: 9.42 eV
structure (SMILES): NC(N)=O.NC(N)=O.NC(N)=O.NC(N)=O.NC(N)=O
2S+1: 1
net charge: 0

Charges obtained by natural (NBO) population analysis, quoted in units of e: atom 1 (C): 0.762, atom 2 (O): -0.658, atom 3 (N): -0.876, atom 4 (N): -0.860, atom 5 (H): 0.402, atom 6 (H): 0.394, atom 7 (H): 0.424, atom 8 (H): 0.405, atom 9 (C): 0.789, atom 10 (O): -0.722, atom 11 (N): -0.851, atom 12 (N): -0.833, atom 13 (H): 0.412, atom 14 (H): 0.411, atom 15 (H): 0.396, atom 16 (H): 0.406, atom 17 (C): 0.773, atom 18 (O): -0.672, atom 19 (N): -0.849, atom 20 (N): -0.854, atom 21 (H): 0.405, atom 22 (H): 0.378, atom 23 (H): 0.419, atom 24 (H): 0.388, atom 25 (C): 0.783, atom 26 (O): -0.693, atom 27 (N): -0.862, atom 28 (N): -0.830, atom 29 (H): 0.404, atom 30 (H): 0.407, atom 31 (H): 0.409, atom 32 (H): 0.399, atom 33 (C): 0.773, atom 34 (O): -0.670, atom 35 (N): -0.854, atom 36 (N): -0.853, atom 37 (H): 0.418, atom 38 (H): 0.393, atom 39 (H): 0.386, atom 40 (H): 0.399

Entry 6:
Here is 4 unconnected molecules or ions with the total composition C5H20N2O3 from the OMol25 dataset. Energies are from ωB97M-V with the def2-TZVPD basis set.

CARTESIAN COORDINATES (ANGSTROEM)
C (-1.2826, -0.8225, -0.7479)
C (0.1737, -0.4191, -0.4290)
C (0.9089, 0.1711, -1.6371)
C (0.9722, -0.7827, -2.8464)
N (0.1980, 0.6228, 0.6142)
C (0.5667, 0.2110, 1.9827)
N (-0.2750, -0.8480, 2.5185)
H (-1.9808, 0.0230, -0.7337)
H (-1.4088, -1.0002, -1.8183)
H (-1.5343, -1.6684, -0.1374)
H (0.6532, -1.3178, -0.0421)
H (1.9596, 0.3190, -1.3864)
H (0.4434, 1.1046, -1.9484)
H (1.5952, -1.6235, -2.5281)
H (0.0214, -1.2883, -3.0386)
H (1.2220, -0.3941, -3.8293)
H (-0.6871, 1.1099, 0.6107)
H (1.6140, -0.0507, 1.8874)
H (0.4547, 1.1360, 2.5467)
H (0.2180, -1.7243, 2.4370)
H (-1.1643, -0.8854, 2.0473)
H (1.8176, 1.9842, -0.3578)
H (2.0821, 3.4203, 0.0345)
O (1.8501, 2.8610, -0.7094)
H (-2.9318, 3.1846, 0.5373)
H (-1.4541, 3.0623, 0.9091)
O (-2.2758, 2.5727, 0.8785)
H (0.1902, -4.2485, 0.5861)
H (-1.2705, -3.7461, 0.7901)
O (-0.4973, -3.6865, 0.2250)

energy above the lowest of the compared OMol25 structures with the same formula, charge and spin: 0.957 eV
Kohn-Sham gap: 8.93 eV
structure (SMILES): CC[C@H](C)NCN.O.O.O
2S+1: 1
net charge: 0

Charges obtained by natural (NBO) population analysis, quoted in units of e: atom 1 (C): -0.640, atom 2 (C): -0.062, atom 3 (C): -0.404, atom 4 (C): -0.614, atom 5 (N): -0.675, atom 6 (C): -0.048, atom 7 (N): -0.860, atom 8 (H): 0.211, atom 9 (H): 0.213, atom 10 (H): 0.214, atom 11 (H): 0.195, atom 12 (H): 0.196, atom 13 (H): 0.215, atom 14 (H): 0.198, atom 15 (H): 0.197, atom 16 (H): 0.216, atom 17 (H): 0.374, atom 18 (H): 0.176, atom 19 (H): 0.172, atom 20 (H): 0.357, atom 21 (H): 0.365, atom 22 (H): 0.486, atom 23 (H): 0.460, atom 24 (O): -0.953, atom 25 (H): 0.478, atom 26 (H): 0.477, atom 27 (O): -0.949, atom 28 (H): 0.477, atom 29 (H): 0.475, atom 30 (O): -0.946